C20H24ClN3OS | ωB97M-V with the def2-TZVPD basis set

```
50
Properties=species:S:1:pos:R:3:forces:R:3
C 7.646 0.058 -0.856 -0.4 -0.1 0.1
C 6.253 -0.524 -0.673 0.3 -0.2 -0.1
O 5.436 0.486 -0.115 0.0 0.2 0.1
C 4.134 0.206 0.155 -0.2 0.0 0.1
C 3.508 -1.014 -0.084 0.4 0.1 0.0
C 2.170 -1.179 0.227 -0.3 0.2 0.1
C 1.427 -0.139 0.776 0.5 0.1 -0.2
N 0.088 -0.376 1.094 -0.1 -0.2 -0.1
C -0.939 0.490 1.314 -0.1 -0.1 0.3
S -2.190 -0.039 2.268 -0.3 -0.2 0.4
N -0.907 1.725 0.760 0.2 -0.2 0.1
C -1.865 2.725 1.192 -0.4 0.2 0.2
C -3.023 2.807 0.203 0.2 0.0 -0.1
C -2.448 3.094 -1.187 -0.1 0.1 0.1
N -1.399 2.173 -1.577 0.0 0.0 -0.1
C -1.762 1.003 -2.357 0.1 0.0 0.0
C -2.349 -0.167 -1.603 0.0 -0.1 0.0
C -3.698 -0.211 -1.271 0.0 -0.1 0.0
C -4.209 -1.268 -0.540 0.0 0.0 -0.1
C -3.387 -2.305 -0.134 0.1 0.0 0.0
C -2.052 -2.271 -0.490 -0.2 0.1 -0.2
Cl -1.001 -3.560 -0.002 0.1 -0.2 0.1
C -1.529 -1.220 -1.223 -0.2 -0.1 -0.1
C -0.386 2.021 -0.574 0.3 0.1 -0.3
C 2.063 1.075 1.040 0.0 -0.1 0.0
C 3.393 1.242 0.727 0.2 -0.1 -0.1
H 8.306 -0.690 -1.285 0.1 -0.1 0.0
H 8.043 0.377 0.104 0.1 0.0 0.1
H 7.604 0.920 -1.516 0.0 0.1 -0.1
H 6.290 -1.393 -0.002 -0.1 0.1 -0.1
H 5.847 -0.846 -1.643 0.0 0.0 0.1
H 4.049 -1.845 -0.508 0.1 -0.1 0.0
H 1.695 -2.132 0.047 -0.1 -0.1 0.0
H -0.130 -1.326 1.370 -0.1 0.2 0.0
H -1.339 3.686 1.237 0.0 0.0 0.0
H -2.221 2.460 2.188 0.1 0.1 -0.1
H -3.714 3.598 0.496 0.0 0.0 0.0
H -3.554 1.855 0.214 0.0 0.0 0.1
H -2.005 4.099 -1.182 -0.1 0.0 0.0
H -3.232 3.076 -1.945 0.0 0.1 0.0
H -0.850 0.673 -2.868 -0.1 0.0 -0.1
H -2.470 1.340 -3.119 0.1 -0.1 0.0
H -4.355 0.584 -1.593 -0.1 0.1 0.0
H -5.255 -1.285 -0.274 -0.1 0.0 0.0
H -3.776 -3.123 0.451 0.0 -0.1 0.0
H -0.484 -1.221 -1.496 0.1 0.0 0.0
H 0.153 2.977 -0.497 0.0 -0.2 0.0
H 0.311 1.245 -0.885 0.0 0.1 0.0
H 1.513 1.877 1.505 0.0 0.1 0.0
H 3.893 2.176 0.930 0.1 0.1 0.0
```
Forces are in eV/Å.

Summary:
Energy relative to the best compared isomer or geometry (same formula, charge and spin) ... 0.0 kcal per mole
SMILES ... CCOc1ccc(NC(=S)N2CCCN(Cc3cccc(Cl)c3)C2)cc1
Spin multiplicity ... 1
Charge ... 0
Kohn-Sham gap ... 8.34 eV


C20H24CrN5OS2 | ωB97M-V with the def2-TZVPD basis set

```
53
Properties=species:S:1:pos:R:3:forces:R:3
Cr -0.527 -0.788 -0.182 -0.7 -0.3 -1.7
S 2.945 -2.548 1.776 0.4 -0.2 0.2
C 3.326 -2.533 0.109 0.1 0.0 -0.2
C 2.316 -2.021 -0.647 -0.1 0.0 0.3
C 1.203 -1.609 0.154 0.0 -0.5 -0.4
C 1.425 -1.870 1.486 -0.6 0.3 0.4
C 0.397 -1.536 2.490 0.4 -0.2 -0.3
C 0.470 -1.735 3.853 0.0 0.0 0.2
C -0.611 -1.357 4.639 0.1 -0.1 0.1
C -1.732 -0.805 4.046 -0.1 0.1 -0.1
C -1.733 -0.644 2.671 0.1 0.1 0.1
N -0.690 -0.995 1.921 -0.2 0.1 -0.4
H 4.283 -2.906 -0.224 0.0 0.0 0.0
H 2.376 -1.933 -1.722 0.0 0.0 0.0
H 1.352 -2.185 4.290 0.0 0.0 0.0
H -0.574 -1.495 5.712 0.0 0.0 0.0
H -2.589 -0.494 4.625 0.0 0.0 0.0
H -2.578 -0.212 2.150 0.0 0.0 0.0
C -3.288 -3.292 -3.977 0.0 0.0 0.1
N -3.070 -3.041 -2.557 0.1 0.0 0.1
C -2.959 -1.844 -2.022 -0.2 0.0 0.1
N -3.105 -0.772 -2.784 0.0 0.1 0.1
S -2.663 -1.697 -0.295 0.2 -0.3 -0.2
H -3.256 -4.364 -4.144 0.0 0.0 0.0
H -2.501 -2.828 -4.571 0.0 0.0 0.0
H -4.264 -2.922 -4.293 0.0 0.0 0.0
H -2.954 -3.815 -1.922 0.0 0.0 0.0
H -3.259 -0.832 -3.777 0.0 0.0 0.0
H -2.964 0.140 -2.375 0.0 0.0 0.0
C 4.004 2.431 1.025 0.1 -0.2 -0.1
N 2.792 2.552 0.245 -0.2 0.5 0.1
C 3.016 2.569 -1.184 0.1 -0.2 0.0
C 1.749 1.643 0.655 0.1 -0.2 -0.1
C 0.359 2.087 0.242 -0.1 0.3 0.0
C 0.093 3.458 0.199 0.1 0.0 0.1
C -1.155 3.954 -0.130 0.0 0.0 0.0
C -2.187 3.073 -0.409 -0.1 -0.1 0.1
C -1.952 1.705 -0.372 0.2 0.3 0.2
C -0.681 1.204 -0.052 0.2 -0.3 -0.8
H 4.720 3.191 0.713 0.0 0.0 0.0
H 4.495 1.446 0.918 0.0 0.0 0.0
H 3.785 2.587 2.082 0.0 0.0 0.0
H 3.681 3.391 -1.447 0.0 0.0 0.0
H 2.071 2.718 -1.710 0.0 0.0 0.0
H 3.469 1.632 -1.557 0.0 0.0 0.0
H 1.775 1.576 1.748 0.0 0.0 0.0
H 1.933 0.627 0.278 0.0 0.0 0.0
H 0.913 4.131 0.423 0.0 0.0 0.0
H -1.324 5.023 -0.156 0.0 0.0 0.0
H -3.178 3.440 -0.650 0.0 0.0 0.0
H -2.784 1.037 -0.537 -0.1 0.0 -0.1
O -0.070 -1.492 -2.898 -0.2 0.2 0.1
N -0.301 -1.047 -1.857 0.6 0.7 2.0
```
Forces are in eV/Å.

Summary:
Spin multiplicity ... 1
Charge ... +1
Kohn-Sham gap (spin up / spin down) ... 6.59 / 6.61 eV


C20H24F2N2O3 | ωB97M-V with the def2-TZVPD basis set

```
51
Properties=species:S:1:pos:R:3:forces:R:3
C -1.805 -2.922 -1.043 0.1 -0.4 -0.1
N -1.947 -1.547 -0.631 -0.1 0.2 -0.1
C -3.257 -0.942 -0.767 -0.2 0.3 0.3
C -4.235 -1.469 0.284 -0.1 0.1 -0.3
C -5.639 -0.874 0.163 0.3 0.0 0.3
C -5.731 0.613 0.512 -0.2 -0.3 -0.1
C -5.369 1.579 -0.638 0.1 0.1 0.0
C -6.499 2.618 -0.712 0.0 0.1 0.0
C -7.212 2.509 0.633 -0.2 -0.1 -0.1
C -7.159 1.013 0.913 0.2 0.2 0.1
C -0.977 -0.824 -0.035 -0.5 0.0 -0.2
O -1.144 0.335 0.321 0.3 0.1 0.2
C 0.351 -1.453 0.182 1.1 -0.1 0.3
C 1.482 -0.713 0.628 0.4 -0.5 0.1
C 2.465 -1.652 0.722 -0.7 0.9 0.1
C 3.905 -1.576 1.113 0.0 -0.7 0.0
O 4.351 -0.255 1.304 0.0 0.2 0.0
C 4.335 0.636 0.280 0.1 0.3 -0.1
C 4.114 0.403 -1.077 0.0 0.0 -0.1
F 3.872 -0.851 -1.533 0.1 0.1 0.1
C 4.132 1.420 -2.016 0.0 -0.1 0.1
C 4.387 2.719 -1.626 0.0 -0.1 0.1
C 4.625 2.998 -0.290 0.0 -0.1 0.2
C 4.595 1.971 0.628 0.0 -0.1 -0.1
F 4.822 2.245 1.925 0.0 -0.1 -0.1
O 1.969 -2.850 0.372 0.8 0.2 0.2
N 0.667 -2.717 0.043 -1.0 -0.1 -0.3
H -1.751 -3.594 -0.184 0.0 -0.1 -0.1
H -2.664 -3.191 -1.654 0.0 0.0 0.0
H -0.895 -3.057 -1.626 -0.2 -0.1 0.0
H -3.636 -1.144 -1.774 0.0 0.0 0.0
H -3.123 0.133 -0.642 -0.1 -0.1 -0.1
H -4.307 -2.555 0.189 0.1 0.0 0.1
H -3.832 -1.247 1.274 0.0 0.0 0.1
H -6.022 -1.040 -0.847 -0.1 0.0 -0.1
H -6.286 -1.423 0.852 -0.1 0.0 -0.1
H -5.068 0.808 1.360 0.0 0.0 0.0
H -4.417 2.069 -0.438 0.1 0.0 -0.1
H -5.277 1.047 -1.585 0.1 0.0 -0.1
H -7.195 2.360 -1.512 0.0 0.0 0.0
H -6.124 3.622 -0.904 0.0 0.0 -0.1
H -6.656 3.050 1.399 0.0 0.1 0.1
H -8.229 2.898 0.602 0.0 0.1 0.1
H -7.378 0.766 1.952 -0.1 -0.1 0.0
H -7.879 0.495 0.276 -0.1 -0.1 0.0
H 1.513 0.335 0.835 0.1 0.2 0.1
H 4.049 -2.055 2.088 0.0 0.1 -0.2
H 4.514 -2.114 0.375 -0.1 0.1 0.2
H 3.947 1.165 -3.047 0.0 -0.1 -0.1
H 4.402 3.511 -2.356 0.0 0.1 -0.1
H 4.829 3.999 0.052 0.0 0.1 0.1
```
Forces are in eV/Å.

Summary:
Energy relative to the best compared isomer or geometry (same formula, charge and spin) ... 4.8 kcal per mole
SMILES ... CN(CCCC1CCCC1)C(=O)c1cc(COc2c(F)cccc2F)on1
Spin multiplicity ... 1
Charge ... 0
Kohn-Sham gap ... 9.91 eV


Short version: E_tot = -1874.412924, -2966.084656, -1311.420089 a.u., in the order given.